No. 1
Density functional theory data (ωB97M-V with the def2-TZVPD basis set) for a structure of composition C38H51GeIN3OS2ScSi4.

The molar mass comes out at 986.794 g/mol. The HOMO energy (alpha / beta) is -0.1857 / -0.1878 Ha. For the energy above the lowest of the compared OMol25 structures with the same formula, charge and spin, the calculation gives 16.3 kcal/mol. Its multiplicity is 2. The charge is -1. The frontier orbital gap (alpha / beta) is 7.1 / 5.8 eV. The max |F| comes out at 0.01360 hartree/bohr.

Element x y z (Å)
Sc1 -0.59 0.08 0.38
I1 1.73 -0.60 2.44
C1 1.73 1.28 3.33
C2 2.63 1.53 4.31
C3 2.63 2.79 4.95
C4 1.71 3.73 4.57
C5 0.77 3.46 3.54
C6 -0.15 4.46 3.16
C7 -1.04 4.21 2.16
C8 -1.03 2.96 1.50
C9 -0.17 1.91 1.80
C10 0.75 2.20 2.87
H1 3.35 0.78 4.61
H2 3.34 3.01 5.73
H3 1.69 4.70 5.04
H4 -0.13 5.42 3.67
H5 -1.75 4.96 1.85
H6 -1.75 2.84 0.71
C11 -0.75 -2.86 4.14
Si1 -1.75 -1.87 2.86
C12 -3.45 -2.64 2.72
C13 -2.00 -0.17 3.59
N1 -1.02 -1.81 1.27
C14 -1.03 -3.01 0.55
C15 -0.91 -4.29 1.11
C16 -0.92 -5.44 0.33
C17 -1.05 -5.37 -1.04
C18 -1.17 -4.12 -1.63
C19 -1.15 -2.98 -0.84
O1 -1.22 -1.70 -1.41
C20 -2.15 -1.56 -2.45
C21 -1.72 -1.00 -3.64
C22 -2.64 -0.79 -4.65
C23 -3.97 -1.13 -4.46
C24 -4.38 -1.70 -3.26
C25 -3.47 -1.92 -2.24
H7 -0.60 -2.26 5.05
H8 0.24 -3.14 3.78
H9 -1.28 -3.77 4.43
H10 -3.85 -2.84 3.73
H11 -3.46 -3.57 2.16
H12 -4.13 -1.93 2.23
H13 -2.74 -0.30 4.40
H14 -2.42 0.56 2.89
H15 -1.10 0.28 4.03
H16 -0.79 -4.39 2.18
H17 -0.82 -6.41 0.82
H18 -1.07 -6.26 -1.65
H19 -1.31 -4.02 -2.70
H20 -0.68 -0.72 -3.74
H21 -2.32 -0.32 -5.57
H22 -4.70 -0.94 -5.25
H23 -5.43 -1.93 -3.10
H24 -3.77 -2.32 -1.29
S1 -0.98 1.57 -1.63
C26 -2.68 1.30 -1.32
S2 -3.09 0.51 0.16
C27 -3.63 1.68 -2.25
C28 -5.02 1.44 -2.04
N2 -6.15 1.24 -1.90
C29 -3.25 2.31 -3.48
N3 -2.95 2.82 -4.47
C30 0.45 1.29 -4.95
Si2 1.81 1.69 -3.72
C31 1.71 3.49 -3.21
C32 3.42 1.43 -4.69
Ge1 1.96 0.30 -1.74
Si3 2.56 -1.97 -2.15
C33 2.43 -2.99 -0.58
C34 1.61 -2.72 -3.58
C35 4.37 -1.98 -2.68
Si4 3.73 1.38 -0.50
C36 3.10 2.80 0.55
C37 4.96 2.13 -1.73
C38 4.84 0.19 0.45
H25 0.59 1.98 -5.79
H26 -0.56 1.43 -4.58
H27 0.57 0.28 -5.34
H28 1.63 4.11 -4.11
H29 2.61 3.79 -2.66
H30 0.83 3.69 -2.58
H31 3.17 1.14 -5.71
H32 4.09 0.67 -4.28
H33 4.00 2.36 -4.74
H34 1.54 -2.74 0.01
H35 3.32 -2.82 0.04
H36 2.37 -4.06 -0.81
H37 0.56 -2.89 -3.35
H38 2.07 -3.68 -3.84
H39 1.67 -2.07 -4.46
H40 5.05 -1.56 -1.93
H41 4.53 -1.46 -3.63
H42 4.66 -3.03 -2.84
H43 3.38 3.74 0.06
H44 3.55 2.79 1.55
H45 2.02 2.79 0.67
H46 4.54 2.94 -2.33
H47 5.40 1.39 -2.41
H48 5.77 2.55 -1.12
H49 4.34 -0.57 1.04
H50 5.45 0.79 1.14
H51 5.53 -0.30 -0.25

---

No. 2
Density functional theory data (ωB97M-V with the def2-TZVPD basis set) for a structure of composition C38H53CsN5O4P3S4.

The molar mass comes out at 997.968 g/mol. The HOMO energy is -0.0303 Ha. For the energy above the lowest of the compared OMol25 structures with the same formula, charge and spin, the calculation gives 0.0 kcal/mol. The charge is -2. The frontier orbital gap is 4.3 eV. The max |F| comes out at 0.00251 hartree/bohr.

Element x y z (Å)
Cs1 1.93 -1.58 -1.49
C1 2.26 1.85 -0.59
O1 2.95 0.92 0.24
C2 2.90 1.13 1.58
C3 2.44 2.32 2.14
C4 2.43 2.48 3.52
C5 2.88 1.47 4.35
C6 3.33 0.28 3.78
C7 3.36 0.09 2.41
N1 3.71 -1.14 1.80
N2 4.45 -1.83 2.55
C8 4.81 -3.11 2.20
C9 4.34 -3.80 1.02
O2 3.66 -3.30 0.12
C10 4.72 -5.21 0.93
C11 5.52 -5.82 1.82
C12 6.04 -5.12 2.96
C13 6.89 -5.76 3.88
C14 7.40 -5.09 4.97
C15 7.05 -3.75 5.16
C16 6.22 -3.10 4.27
C17 5.68 -3.77 3.14
H1 2.74 2.83 -0.55
H2 1.21 1.92 -0.30
H3 2.31 1.47 -1.61
H4 2.06 3.11 1.51
H5 2.05 3.41 3.94
H6 2.86 1.58 5.42
H7 3.65 -0.55 4.41
H8 4.32 -5.74 0.07
H9 5.78 -6.87 1.70
H10 7.15 -6.80 3.70
H11 8.06 -5.59 5.67
H12 7.44 -3.20 6.01
H13 5.96 -2.06 4.42
O3 -3.05 -0.19 -7.54
C18 -2.13 -0.44 -6.78
S1 -1.74 -2.04 -6.17
C19 -0.38 -1.62 -5.11
C20 -0.07 -0.30 -5.06
S2 1.16 0.55 -4.16
S3 -1.03 0.75 -6.12
S4 0.34 -3.00 -4.33
C21 -0.33 0.00 2.78
P1 -0.11 -1.39 1.61
C22 0.56 -2.68 2.75
C23 -1.88 -1.93 1.52
C24 -2.10 -3.26 0.79
P2 -1.14 -3.36 -0.79
C25 -2.04 -4.72 -1.64
C26 -1.87 -1.93 -1.67
H14 0.64 0.33 3.15
H15 -0.97 -0.26 3.63
H16 -0.78 0.83 2.22
H17 -0.07 -2.82 3.63
H18 1.57 -2.39 3.05
H19 0.64 -3.62 2.21
H20 -2.40 -1.12 1.00
H21 -2.29 -1.98 2.54
H22 -3.17 -3.40 0.58
H23 -1.78 -4.09 1.43
H24 -3.12 -4.55 -1.63
H25 -1.82 -5.68 -1.17
H26 -1.69 -4.74 -2.67
H27 -2.97 -2.00 -1.65
H28 -1.51 -1.96 -2.70
H29 -1.55 -0.99 -1.21
O4 -1.11 1.45 -0.20
P3 -2.14 2.33 -0.80
N3 -1.43 3.59 -1.62
C27 -0.10 3.44 -2.25
C28 -0.27 4.12 -3.60
C29 -1.25 5.25 -3.29
C30 -2.22 4.61 -2.30
N4 -3.24 1.70 -1.86
C31 -4.28 0.76 -1.45
C32 -4.90 0.34 -2.78
C33 -3.70 0.27 -3.72
C34 -2.75 1.37 -3.23
N5 -3.13 2.95 0.39
C35 -2.47 3.42 1.62
C36 -3.48 4.38 2.24
C37 -4.22 4.94 1.03
C38 -4.37 3.70 0.15
H30 0.19 2.40 -2.36
H31 0.66 3.96 -1.65
H32 -0.70 3.41 -4.31
H33 0.68 4.46 -4.01
H34 -1.76 5.65 -4.17
H35 -0.72 6.07 -2.81
H36 -3.07 4.15 -2.84
H37 -2.63 5.34 -1.60
H38 -5.00 1.25 -0.79
H39 -3.87 -0.10 -0.92
H40 -5.60 1.11 -3.11
H41 -5.44 -0.61 -2.70
H42 -3.97 0.41 -4.77
H43 -3.21 -0.70 -3.64
H44 -2.81 2.25 -3.86
H45 -1.71 1.03 -3.22
H46 -1.54 3.94 1.38
H47 -2.22 2.59 2.27
H48 -3.00 5.15 2.85
H49 -4.18 3.83 2.88
H50 -3.61 5.69 0.53
H51 -5.18 5.40 1.28
H52 -4.50 3.93 -0.91
H53 -5.24 3.12 0.47